Entry 1:
C12H16N4O4Sc | ωB97M-V/def2-TZVPD

Last column: Mulliken charge in e.
Atoms and positions in Å:
Sc1 -0.011 1.333 -0.837  -0.60
O1 -0.729 0.287 -3.979  -0.08
C1 -0.481 0.686 -2.921  0.54
C2 0.459 2.436 1.094  0.47
O2 0.699 2.918 2.134  -0.11
C3 -2.182 1.867 -0.589  0.52
O3 -3.317 2.035 -0.421  -0.08
C4 2.162 1.303 -1.417  0.53
O4 3.283 1.184 -1.676  -0.08
C5 -0.039 3.951 -2.694  -0.69
H1 0.743 3.455 -3.295  0.43
H2 -1.078 3.678 -2.948  0.44
C6 0.256 4.440 -1.464  -0.70
H3 -0.539 4.587 -0.711  0.44
H4 1.281 4.357 -1.058  0.45
C7 -0.225 -1.531 -0.748  -0.86
N1 0.001 -0.471 0.272  1.21
C8 1.316 -0.674 0.971  -0.78
N2 1.326 -1.979 1.661  0.12
C9 1.049 -3.028 0.624  -0.79
N3 -0.253 -2.866 -0.096  0.13
C10 -1.339 -2.823 0.933  -0.81
N4 -1.162 -1.766 1.985  0.22
C11 -1.110 -0.465 1.283  -0.82
C12 0.175 -1.989 2.617  -0.69
H5 0.587 -1.515 -1.491  0.37
H6 -1.187 -1.369 -1.256  0.45
H7 1.469 0.137 1.694  0.29
H8 2.129 -0.647 0.234  0.45
H9 1.025 -4.002 1.134  0.38
H10 1.856 -2.986 -0.122  0.37
H11 -2.290 -2.626 0.416  0.37
H12 -1.353 -3.797 1.442  0.38
H13 -0.939 0.347 2.002  0.25
H14 -2.071 -0.296 0.777  0.51
H15 0.152 -2.979 3.100  0.39
H16 0.339 -1.189 3.353  0.37

Calculated values
* HOMO level (alpha / beta): -20.21 / -18.65 eV
* gap between HOMO and LUMO (alpha / beta): 6.40 / 3.16 eV
* M: 325.2 Da
* charge: +3

***

Entry 2:
C12H36O6S6 | ωB97M-V/def2-TZVPD

Last column: Mulliken charge in e.
Atoms and positions in Å:
C1 -2.949 5.253 8.908  -0.83
S1 -3.572 5.751 7.247  0.46
O1 -3.077 7.197 7.088  -0.61
C2 -2.588 4.580 6.210  -1.01
H1 -1.983 5.749 9.012  0.30
H2 -2.786 4.176 8.890  0.30
H3 -3.551 5.543 9.769  0.31
H4 -2.150 5.046 5.327  0.36
H5 -3.129 3.688 5.895  0.37
H6 -1.698 4.062 6.565  0.36
C3 6.273 1.883 -9.079  -0.91
S2 4.644 1.955 -8.277  0.49
O2 3.723 1.042 -9.079  -0.61
C4 5.046 1.146 -6.684  -0.91
H7 6.244 2.465 -10.000  0.30
H8 6.521 0.866 -9.383  0.32
H9 7.148 2.109 -8.470  0.35
H10 4.108 1.011 -6.146  0.31
H11 5.734 1.758 -6.101  0.35
H12 5.295 0.107 -6.900  0.31
C5 -7.440 -2.044 1.005  -0.97
S3 -5.794 -1.267 1.219  0.50
O3 -5.330 -2.120 2.400  -0.64
C6 -4.909 -1.738 -0.283  -0.77
H13 -7.331 -3.116 1.175  0.34
H14 -7.822 -1.999 -0.015  0.34
H15 -8.213 -1.850 1.749  0.33
H16 -5.544 -2.231 -1.019  0.30
H17 -4.183 -2.490 0.027  0.29
H18 -4.463 -0.865 -0.760  0.29
C7 1.954 -4.171 3.334  -0.96
S4 1.426 -2.608 2.529  0.50
O4 0.642 -3.082 1.250  -0.59
C8 0.072 -2.126 3.731  -0.97
H19 2.529 -4.848 2.703  0.32
H20 1.084 -4.597 3.834  0.31
H21 2.499 -4.106 4.276  0.38
H22 0.559 -1.623 4.566  0.36
H23 -0.450 -3.001 4.118  0.34
H24 -0.724 -1.512 3.309  0.32
C9 0.924 -4.166 -3.598  -0.85
S5 2.810 -4.059 -3.877  0.46
O5 2.934 -3.433 -5.220  -0.61
C10 3.189 -2.708 -2.801  -0.83
H25 0.640 -3.121 -3.724  0.25
H26 0.728 -4.522 -2.587  0.34
H27 0.536 -4.799 -4.395  0.32
H28 2.639 -1.817 -3.106  0.27
H29 4.234 -2.422 -2.914  0.33
H30 3.114 -3.042 -1.767  0.32
C11 0.831 2.510 1.130  -0.81
S6 0.901 2.545 -0.727  0.47
O6 2.106 1.776 -1.300  -0.58
C12 -0.685 1.547 -0.876  -0.97
H31 0.926 1.497 1.523  0.15
H32 -0.054 2.946 1.593  0.37
H33 1.604 3.087 1.636  0.34
H34 -1.531 2.168 -0.583  0.38
H35 -0.633 0.550 -0.439  0.30
H36 -1.023 1.471 -1.910  0.37

Calculated values
* HOMO level: -8.57 eV
* gap between HOMO and LUMO: 8.49 eV
* relative energy (zero: lowest compared OMol25 entry of this formula, charge and spin): 76.4 kcal per mole
* M: 468.8 Da
* charge: 0